No. 1
Entry from the OMol25 dataset: a structure of composition C9H19F6HgNO10S5 in a non-equilibrium geometry (ωB97M-V/def2-TZVPD).

CARTESIAN COORDINATES (ANGSTROEM)
C (-1.86045, -1.36055, -6.37104)
H (-1.57761, -0.31209, -6.27702)
C (2.36660, -6.48926, -0.23254)
H (1.27668, 1.06282, 8.79534)
O (-4.12358, -1.76711, 3.02975)
N (0.24363, 3.82424, -1.05005)
C (-1.79815, 5.64111, -0.94495)
H (1.79051, 0.12427, 7.34794)
F (-2.32084, 6.76195, -1.47912)
H (-4.45552, -3.64631, -5.76708)
O (2.47295, 4.55516, -2.86066)
H (3.43701, -4.02929, -2.86952)
H (0.01900, 0.31550, 7.73875)
H (-6.96949, -0.90621, 3.47755)
F (2.95177, 2.45238, 0.28716)
H (-1.02577, -2.01497, -6.11976)
C (3.04502, 3.53062, -0.39885)
C (-3.59436, -3.25976, -5.22202)
S (1.82465, 3.63684, -1.95259)
H (4.39825, -5.52990, -2.41540)
C (1.01538, 0.75528, 7.78280)
H (3.06629, -7.30414, -0.41832)
O (-5.27750, -0.10711, 2.57157)
O (1.75703, 2.29126, -2.45648)
C (3.42569, -5.03988, -2.46125)
H (2.98396, 3.00439, 7.67612)
H (-2.27377, -1.58256, -7.35490)
H (2.99246, 3.12658, 5.98120)
O (-2.56007, -1.26347, -3.77103)
O (-6.40113, -1.67834, 3.52637)
H (2.10967, -6.61344, 0.81945)
F (-1.66215, 5.54689, 0.34210)
Hg (-1.15499, 0.25671, 0.74447)
C (-5.23544, -1.20393, 3.10222)
O (1.68821, -3.88298, -0.62441)
F (2.89933, 4.60637, 0.35302)
H (2.69505, -5.63135, -3.01300)
O (0.74166, 1.53356, 5.24301)
O (0.74315, 6.31510, -1.43787)
H (-2.73013, -3.84289, -5.54007)
S (0.74801, 2.19151, 6.64866)
O (-0.51834, 5.02169, -3.13763)
F (-2.63660, 4.68624, -1.25566)
S (-3.18227, -1.45959, -5.13943)
H (1.48055, -6.76337, -0.80514)
S (-0.14609, 5.19048, -1.73815)
F (4.29392, 3.52862, -0.95279)
S (2.96570, -4.78772, -0.60793)
H (-3.75971, -3.53890, -4.18142)
C (2.63256, 2.48431, 6.78498)
H (3.19919, 1.57101, 6.60358)

Calculated values
LUMO level (hartree): -0.2510
Highest occupied orbital energy (eV): -8.89
ΔE to the lowest compared entry with this formula, charge and spin (eV): 11.067
Frontier orbital gap (eV): 2.06

These are the Mulliken partial charges, in e, on atoms 1 to 4: number 1, C, carries -0.8944; number 2, H, carries 0.3048; number 3, C, carries -0.9134; number 4, H, carries 0.3557

No. 2
Entry from the OMol25 dataset: a structure of composition C9H19F6N4O13PtS6 in a non-equilibrium geometry (ωB97M-V/def2-TZVPD).

CARTESIAN COORDINATES (ANGSTROEM)
F (0.44515, -1.62287, -3.78814)
O (0.78889, -0.80633, -1.59113)
H (-2.01372, 1.48748, 3.64317)
H (0.44815, 5.12678, 1.55846)
C (1.04201, 2.52599, -0.03665)
O (3.22938, -1.98481, -0.39213)
F (-2.08115, -6.18823, -3.32179)
S (1.55270, -1.39877, -2.68923)
O (-2.54505, -4.79668, -4.93733)
O (4.52574, -2.60286, -2.46526)
H (0.63768, 4.65155, -0.71806)
O (-0.22964, -4.58172, 1.37830)
O (-2.84013, -2.79121, 2.85478)
F (-4.17359, -2.25205, -2.11884)
C (2.50441, 2.76778, 0.58994)
S (-2.58455, -2.88828, 1.44182)
O (-1.81330, -1.89030, -1.85043)
N (1.97791, -2.98985, -2.60655)
N (-1.09375, -2.12909, 0.93350)
O (2.55783, -0.62248, -3.43645)
O (0.96905, 0.41855, 1.02648)
H (3.15506, 3.24629, -0.14202)
H (-1.86871, 0.61372, 2.16675)
H (-0.71277, 0.29399, 3.43488)
H (0.42021, 2.01380, -2.17687)
C (-1.27511, 1.09013, 2.94699)
H (-0.99069, 5.44561, 0.71627)
Pt (-0.82880, -0.46685, -0.13665)
F (-3.45813, -1.73240, 0.76954)
H (-1.91253, 3.20623, 1.36781)
C (-0.38496, 4.61443, 1.07729)
H (-1.58805, 3.88064, 2.89824)
H (1.11959, 3.62195, 3.09593)
H (3.00494, 1.80020, 0.62680)
O (-2.99721, -4.10441, 0.66634)
O (-0.54095, -4.50812, -3.48543)
S (-0.21101, -3.15122, 1.66091)
C (-1.08277, 3.50276, 2.00942)
H (1.80926, 1.27886, -1.62437)
C (-0.30543, 2.19395, 2.18784)
H (1.97486, 2.93485, -2.00452)
H (1.68554, 1.96630, 3.20914)
H (2.70864, 3.27229, 1.53432)
S (-2.00013, -4.61470, -3.62424)
N (-2.91645, -4.25754, -2.44101)
S (-2.72302, -2.58188, -2.77555)
C (1.28207, 2.22961, -1.54541)
C (0.79420, 2.59258, 3.24635)
N (0.31077, 1.63414, 0.86179)
F (1.16879, -2.68247, 0.89932)
H (1.58739, 0.59814, 1.73852)
H (0.46850, 2.51440, 4.28361)
O (0.04524, -2.56793, 3.01120)
O (-3.11741, -1.98756, -4.09519)
F (3.44731, -4.10840, -1.16690)
H (-0.79548, 3.63367, -0.73481)
C (0.14295, 3.82181, -0.21322)
S (3.28020, -2.66960, -1.71779)

Calculated values
Net charge: -2
LUMO level (spin up / spin down) (hartree): 0.1364 / 0.1225
Highest occupied orbital energy (spin up / spin down) (eV): -1.01 / -4.32
Multiplicity: 4
Frontier orbital gap (spin up / spin down) (eV): 4.72 / 7.65

These are the Mulliken partial charges, in e, on atoms 1 to 4: number 1, F, carries -0.3407; number 2, O, carries -0.5828; number 3, H, carries 0.4119; number 4, H, carries 0.3621

No. 3
Entry from the OMol25 dataset: a structure of composition C9H19K2O7 in a non-equilibrium geometry (ωB97M-V/def2-TZVPD).

CARTESIAN COORDINATES (ANGSTROEM)
H (-9.08851, 1.36001, -4.29309)
H (-3.37929, -0.93214, -5.22936)
H (-3.88602, -1.89770, -4.35326)
C (-6.66430, 0.94098, -5.84060)
H (-4.15687, -2.10810, -5.92724)
H (-2.11756, -2.08406, -4.08009)
H (-4.79732, -3.69095, -6.39551)
C (-4.31062, 0.63759, -6.31453)
C (-8.97044, 0.73604, -5.17899)
H (-10.00324, -0.24374, -2.22816)
O (-7.63628, 0.19443, -5.23595)
C (-4.96681, -2.61565, -6.45116)
H (-4.07023, 1.42762, -5.60306)
O (-6.17883, -2.13332, -5.89694)
K (-2.99004, -5.54026, -4.86310)
H (-7.49196, -0.92484, -2.25356)
H (-4.43132, 1.13237, -7.27823)
C (-6.43652, -2.08512, -4.55249)
O (-5.73253, -2.66341, -3.66857)
O (-3.11440, -3.89281, -4.33416)
O (-7.54045, -1.30312, -4.31902)
H (-2.37145, -0.17354, -6.48719)
H (-9.63851, -0.10359, -4.98710)
O (-5.61027, 0.17411, -5.86697)
H (-8.83705, 0.66682, -3.22070)
H (-2.75092, -2.31482, -5.62561)
C (-9.36863, -0.27873, -3.11368)
C (-8.18696, -1.22262, -3.03869)
H (-8.49982, -2.21816, -2.72385)
O (-6.71716, 2.14303, -6.18281)
H (-3.57971, -1.24892, -6.97495)
C (-2.99839, -2.48889, -4.57845)
H (-9.21265, 1.30396, -6.07726)
H (-9.97776, -0.43887, -4.00332)
K (-2.59701, -3.94746, -2.38004)
H (-4.92768, -2.10567, -7.41370)
C (-3.38221, -0.48467, -6.22327)

Calculated values
Net charge: +1
LUMO level (hartree): -0.1353
Highest occupied orbital energy (eV): -10.96
Frontier orbital gap (eV): 7.28

These are the Mulliken partial charges, in e, on atoms 1 to 4: number 1, H, carries 0.2627; number 2, H, carries 0.4158; number 3, H, carries 0.5784; number 4, C, carries 0.4602

No. 4
Entry from the OMol25 dataset: the ion C9H19N2O with charge +1 in a non-equilibrium geometry (ωB97M-V/def2-TZVPD).

CARTESIAN COORDINATES (ANGSTROEM)
H (-3.15560, -0.29573, -1.31933)
C (-1.62931, 0.60022, 1.57017)
C (-2.70585, -0.73662, -0.53093)
H (1.53102, 1.06995, 1.82536)
C (1.57781, -1.68255, 0.93711)
N (1.88757, -0.31895, -1.25968)
H (-2.39734, 2.04203, -0.62130)
H (2.27375, 2.76606, 0.67999)
H (2.58734, -0.62855, -2.02399)
H (-2.58323, 1.05772, 1.68273)
H (0.36450, -1.71887, -1.68904)
H (1.69805, -2.57597, 0.36914)
C (-1.55490, 1.48791, -0.83115)
C (-1.53216, 0.17800, 0.00779)
C (2.30469, -0.43981, 0.23731)
H (-1.41089, 1.26565, -1.88238)
H (1.96436, -1.76217, 1.91981)
H (-1.25650, -0.19837, 2.20194)
H (1.76179, 0.74433, -1.40776)
H (-2.25077, -1.64381, -0.90064)
C (-0.21802, -0.38705, -0.13270)
H (-0.82502, 1.22752, 1.65737)
N (0.15241, -1.23486, 0.88872)
H (-0.56072, -1.78697, 1.34635)
H (3.41774, -0.56859, 0.38713)
C (0.48193, -0.67037, -1.44218)
H (-3.22923, -0.89154, 0.34121)
C (1.74739, 0.96714, 0.74105)
O (2.14283, 2.08376, 0.00781)
H (0.08634, -0.07395, -2.19498)
H (-0.66996, 2.12445, -0.56492)

Calculated values
Net charge: +1
LUMO level (spin up / spin down) (hartree): -0.1146 / -0.1085
Highest occupied orbital energy (spin up / spin down) (eV): -11.16 / -10.48
ΔE to the lowest compared entry with this formula, charge and spin (eV): 5.044
Frontier orbital gap (spin up / spin down) (eV): 8.04 / 7.52

These are the Mulliken partial charges, in e, on atoms 1 to 4: number 1, H, carries 0.4535; number 2, C, carries -1.7692; number 3, C, carries -1.6859; number 4, H, carries 0.4622

No. 5
Entry from the OMol25 dataset: a structure of composition C9H19N2O4Tl in a non-equilibrium geometry (ωB97M-V/def2-TZVPD).

CARTESIAN COORDINATES (ANGSTROEM)
H (15.02667, 5.19844, 21.79458)
Tl (17.31252, 6.90626, 27.24288)
O (20.06688, 4.07404, 25.28227)
C (13.43883, 3.42541, 22.37250)
H (12.38517, 3.18269, 22.23468)
H (13.82945, 3.67663, 21.38639)
N (21.04175, 4.05201, 25.90680)
H (11.75296, 2.32302, 24.39182)
C (12.36922, 5.84193, 22.83451)
H (12.30831, 5.79800, 21.74711)
C (13.55438, 4.78797, 23.28373)
H (14.52039, 2.94168, 24.93536)
O (20.86337, 4.29488, 27.08117)
H (15.65252, 4.88089, 23.29764)
H (11.23565, 2.32029, 26.17313)
H (11.11096, 5.93846, 25.62024)
C (11.10417, 5.05818, 24.97747)
C (10.97217, 5.50168, 23.47819)
C (12.36116, 4.42581, 27.01046)
H (10.14782, 4.57668, 25.18154)
N (13.51421, 4.60888, 24.75859)
O (22.20321, 3.98227, 25.41062)
H (12.85496, 3.75476, 27.71328)
C (14.83158, 5.43365, 22.84088)
H (14.07942, 2.63638, 22.76645)
H (10.65250, 4.66316, 22.85948)
C (11.97865, 2.59263, 25.42355)
H (10.36440, 6.40071, 23.37590)
H (12.86369, 2.05673, 25.76652)
O (14.63948, 3.86765, 25.15894)
H (14.81227, 6.49251, 23.09880)
H (12.84790, 5.39252, 27.13956)
H (11.39770, 4.58788, 27.49377)
H (12.70403, 6.87383, 22.94029)
C (12.33721, 4.15550, 25.49307)

Calculated values
Net charge: +2
LUMO level (hartree): -0.4720
Highest occupied orbital energy (eV): -14.66
ΔE to the lowest compared entry with this formula, charge and spin (eV): 2.090
Frontier orbital gap (eV): 1.82

These are the Mulliken partial charges, in e, on atoms 1 to 4: number 1, H, carries 0.3869; number 2, Tl, carries 0.9910; number 3, O, carries -0.3860; number 4, C, carries -1.3903

No. 6
Entry from the OMol25 dataset: the molecule C9H19N3O4 in a non-equilibrium geometry (ωB97M-V/def2-TZVPD).

CARTESIAN COORDINATES (ANGSTROEM)
H (0.32891, 2.90160, -3.90218)
H (-0.45662, 1.47877, -3.66397)
H (-0.68294, -2.79954, 1.37932)
C (0.30176, 2.16784, -1.87623)
H (-1.73929, -3.56887, -1.18326)
N (0.37981, 1.95013, -3.36824)
C (-0.70769, -1.89854, -1.38618)
C (-0.80452, 3.16587, -1.41896)
H (-0.80455, -1.09691, 1.06109)
C (0.73636, -0.13781, 3.27483)
H (0.75331, -0.11194, 4.40622)
O (-2.10531, 2.67189, -1.31635)
H (1.05844, -0.15935, -2.67567)
C (-0.10951, -1.84661, 1.45489)
H (1.28520, -2.21477, -1.70381)
C (0.22717, -1.56836, 2.94587)
C (0.71992, -1.49979, -1.02827)
O (-1.60198, -1.27790, -1.84078)
H (-0.69490, -1.62021, 3.55391)
H (0.94835, -2.25272, 3.39988)
H (1.78277, -0.97656, 0.73004)
H (-0.38137, 3.55009, -0.46250)
N (0.88430, -0.18177, -1.63730)
H (-1.04870, 0.83129, 3.22349)
H (1.79210, 0.01082, 3.03444)
O (-0.45658, 0.74632, -0.08523)
C (0.23004, 0.85721, -1.17183)
N (-0.10236, 1.01417, 2.85057)
H (-0.85478, 4.04982, -2.08191)
H (1.72802, -2.77515, 0.56976)
H (-1.96665, 1.92027, -0.68010)
O (-0.84424, -3.23449, -1.05775)
H (-0.15722, 1.06942, 1.83458)
H (1.25606, 2.67172, -1.65340)
C (1.10669, -1.83592, 0.47505)

Calculated values
LUMO level (hartree): 0.0191
Highest occupied orbital energy (eV): -8.79
ΔE to the lowest compared entry with this formula, charge and spin (eV): 0.725
Frontier orbital gap (eV): 9.31

These are the Mulliken partial charges, in e, on atoms 1 to 4: number 1, H, carries 0.3046; number 2, H, carries 0.2394; number 3, H, carries 0.3073; number 4, C, carries 0.6694